DFT (ωB97M-V/def2-TZVPD) results for C6H10 in the gas phase at a distorted geometry.

Output
**HOMO-LUMO gap**: 9.5 eV
**Relative energy (zero: lowest compared OMol25 entry of this formula, charge and spin)**: 62.2 kcal/mol
**E_HOMO**: -0.3050 Eh

Bonds (Å) are listed after each position.
Element x y z (Å)
1 C -0.470 -0.417 1.843  C2 1.330, H7 1.064, H8 1.081
2 C 0.695 -0.164 1.253  C1 1.330, C3 1.538, H9 1.085
3 C 0.667 -0.575 -0.230  C2 1.538, C4 1.532, C5 1.541, H10 1.101
4 C 1.343 0.519 -1.063  C3 1.532, H11 1.093, H12 1.095, H13 1.096
5 C -0.842 -0.581 -0.546  C3 1.541, C6 1.334, H14 1.089
6 C -1.561 0.532 -0.704  C5 1.334, H15 1.090, H16 1.086
7 H -0.835 -1.369 1.540  C1 1.064
8 H -1.097 0.158 2.510  C1 1.081
9 H 1.435 0.525 1.646  C2 1.085
10 H 1.129 -1.545 -0.468  C3 1.101
11 H 2.430 0.407 -1.092  C4 1.093
12 H 0.947 0.491 -2.084  C4 1.095
13 H 1.115 1.508 -0.650  C4 1.096
14 H -1.357 -1.540 -0.527  C5 1.089
15 H -1.106 1.521 -0.650  C6 1.090
16 H -2.644 0.513 -0.783  C6 1.086